Entry 1:
Molecular formula: C2H8N3O2
Method: DFT, the ωB97M-V functional and the def2-TZVPD basis

Summary:
- Energy: -395.28056 Eh
- SMILES: CN(C)/[N+](O)=N/O
- Charge: +1
- Multiplicity: 1
- HOMO (alpha / beta): -14.4 / -14.4 eV
- ΔE to the lowest compared entry with this formula, charge and spin: 173.68 kcal/mol
- HOMO-LUMO gap (alpha / beta): 9.843 / 9.843 eV

Last column: natural (NBO) charge in e.
Atoms and positions in Å:
C (-0.666, 1.230, -0.363)  -0.4529
N (-0.200, -0.082, -0.216)  -0.1392
C (-1.060, -1.214, 0.069)  -0.4553
N (1.034, -0.204, 0.048)  0.4012
O (1.521, -1.531, 0.288)  -0.4581
N (1.837, 0.754, 0.060)  0.0651
O (3.117, 0.252, 0.076)  -0.5340
H (-1.032, 1.770, 0.676)  0.2395
H (0.249, 1.777, -0.837)  0.2587
H (-1.553, 1.340, -0.895)  0.2534
H (-0.571, -2.151, -0.058)  0.2607
H (-1.543, -1.114, 1.067)  0.2364
H (-1.913, -1.328, -0.696)  0.2573
H (2.481, -1.463, 0.253)  0.5299
H (3.631, 1.103, 0.190)  0.5373


Entry 2:
Molecular formula: C2H8N3O2
Method: DFT, the ωB97M-V functional and the def2-TZVPD basis

Summary:
- Energy: -395.26470 Eh
- ⟨S²⟩: 2.0058
- Charge: +1
- Multiplicity: 3
- HOMO (alpha / beta): -9.0 / -13.8 eV
- ΔE to the lowest compared entry with this formula, charge and spin: 26.93 kcal/mol
- HOMO-LUMO gap (alpha / beta): 5.512 / 8.362 eV

Last column: Mulliken spin population.
Atoms and positions in Å:
C (-0.511, -0.010, 0.154)  0.7774
C (0.842, 0.491, -0.113)  0.9330
N (-1.586, 0.848, 0.214)  0.1174
N (-0.693, -1.404, -0.072)  0.1541
N (2.011, -0.426, -0.051)  0.0519
O (-2.865, 0.361, 0.164)  0.0121
O (1.217, 1.805, -0.057)  -0.0842
H (-1.445, 1.755, -0.200)  0.0129
H (-1.742, -1.710, -0.042)  -0.0156
H (-2.941, -0.187, -0.585)  0.0046
H (-0.079, -2.161, -0.005)  -0.0325
H (1.991, -1.142, -0.797)  -0.0287
H (2.073, -0.875, 0.916)  0.0360
H (2.746, 0.328, -0.291)  -0.0185
H (0.983, 2.327, 0.766)  0.0800


Entry 3:
Molecular formula: C2H8N3P
Method: DFT, the ωB97M-V functional and the def2-TZVPD basis

Summary:
- Energy: -586.52371 Eh
- SMILES: CCN/N=P/N
- Charge: 0
- Multiplicity: 1
- HOMO: -9.0 eV
- ΔE to the lowest compared entry with this formula, charge and spin: 57.08 kcal/mol
- HOMO-LUMO gap: 9.686 eV

Last column: natural (NBO) charge in e.
Atoms and positions in Å:
C (0.379, 1.915, -1.767)  -0.6125
C (0.272, 0.806, -0.541)  -0.2252
N (-0.719, -0.193, -0.860)  -0.4281
N (-0.222, -1.315, 0.374)  -0.9326
P (-1.313, -1.697, 1.366)  1.2318
N (-0.388, -2.261, 2.628)  -1.1933
H (0.585, 1.507, -2.746)  0.2044
H (-0.590, 2.394, -1.773)  0.2075
H (1.125, 2.590, -1.434)  0.2071
H (1.250, 0.463, -0.278)  0.1876
H (-0.108, 1.372, 0.303)  0.1821
H (-0.340, -0.920, -1.444)  0.3593
H (0.718, -2.168, 2.631)  0.4125
H (-0.650, -2.492, 3.541)  0.3995


multiplicity of number 1 (C2H8N3O2)? 1


Copy entry 2 word for word.
Molecular formula: C2H8N3O2
Method: DFT, the ωB97M-V functional and the def2-TZVPD basis

Summary:
- Energy: -395.26470 Eh
- ⟨S²⟩: 2.0058
- Charge: +1
- Multiplicity: 3
- HOMO (alpha / beta): -9.0 / -13.8 eV
- ΔE to the lowest compared entry with this formula, charge and spin: 26.93 kcal/mol
- HOMO-LUMO gap (alpha / beta): 5.512 / 8.362 eV

Last column: Mulliken spin population.
Atoms and positions in Å:
C (-0.511, -0.010, 0.154)  0.7774
C (0.842, 0.491, -0.113)  0.9330
N (-1.586, 0.848, 0.214)  0.1174
N (-0.693, -1.404, -0.072)  0.1541
N (2.011, -0.426, -0.051)  0.0519
O (-2.865, 0.361, 0.164)  0.0121
O (1.217, 1.805, -0.057)  -0.0842
H (-1.445, 1.755, -0.200)  0.0129
H (-1.742, -1.710, -0.042)  -0.0156
H (-2.941, -0.187, -0.585)  0.0046
H (-0.079, -2.161, -0.005)  -0.0325
H (1.991, -1.142, -0.797)  -0.0287
H (2.073, -0.875, 0.916)  0.0360
H (2.746, 0.328, -0.291)  -0.0185
H (0.983, 2.327, 0.766)  0.0800


multiplicity of number 3 (C2H8N3P)? 1